1.
{"formula": "C4H8NO2", "method": "ωB97M-V/def2-TZVPD", "elements": ["O", "C", "N", "C", "O", "C", "C", "H", "H", "H", "H", "H", "H", "H", "H"], "xyz": [[-1.64364, -0.42147, -1.27652], [-0.74452, -0.41049, -0.41997], [0.26513, -1.27731, -0.29552], [2.10941, -1.72951, 0.06296], [2.17742, -2.93176, 0.38070], [-0.65355, 0.75424, 0.56996], [-1.24678, 2.06287, 0.09910], [0.20085, -2.04679, -0.95876], [2.39927, -1.51480, -0.98777], [2.31359, -0.89279, 0.74693], [0.38899, 0.80839, 0.87898], [-1.19061, 0.37594, 1.45371], [-1.89842, 2.60282, 0.78438], [-0.53045, 2.77450, -0.31898], [-1.94667, 1.84616, -0.71920]], "max_force_ev_per_a": 1.52, "total_charge": -1, "e_homo_ev": -4.2, "homo_lumo_gap_ev": 8.3, "spin_multiplicity": 1}

2.
{"formula": "C4H8NO2", "method": "ωB97M-V/def2-TZVPD", "elements": ["C", "N", "C", "O", "C", "C", "O", "H", "H", "H", "H", "H", "H", "H", "H"], "xyz": [[1.34054, -0.03662, 0.76552], [0.23451, -0.75229, -0.05629], [0.26249, -2.08827, -0.23572], [1.18215, -2.85166, 0.16895], [-1.01162, 0.12128, -0.20155], [-0.80981, 1.73723, -0.59749], [-2.01105, 2.25447, -0.73410], [0.98658, 0.87900, 1.25541], [1.73325, -0.78321, 1.43061], [2.15308, 0.16867, -0.00681], [-0.55838, -2.51742, -0.85372], [-1.75463, -0.43636, -0.78744], [-1.48997, 0.29035, 0.80533], [-0.00021, 1.87684, -1.26508], [-0.25692, 2.13800, 0.31240]], "max_force_ev_per_a": 3.33, "total_charge": -1, "e_homo_ev": -2.7, "homo_lumo_gap_ev": 6.5, "spin_multiplicity": 1}

3.
{"formula": "C4H8NO2", "method": "ωB97M-V/def2-TZVPD", "elements": ["O", "C", "O", "C", "C", "C", "N", "H", "H", "H", "H", "H", "H", "H", "H"], "xyz": [[2.06349, 1.29387, -0.33198], [1.18464, 1.19585, 0.53094], [1.28585, 0.73088, 1.69070], [-0.28059, 1.51270, 0.13610], [-0.85998, -1.04586, -0.15569], [0.39985, -1.88981, -0.10306], [-0.86880, 1.73734, -1.01059], [-0.64949, 2.03409, 1.04441], [-1.43331, -0.90974, 0.78073], [-1.56575, -1.44238, -0.89385], [1.05871, -1.40584, 0.63237], [0.26696, -2.95793, 0.04695], [0.99532, -1.69186, -0.99904], [-1.04646, 2.73591, -1.11829], [-0.55043, 0.10279, -0.24971]], "max_force_ev_per_a": 4.29, "total_charge": -1, "e_homo_ev": -4.0, "homo_lumo_gap_ev": 8.2, "spin_multiplicity": 1}

4.
{"formula": "C4H8NO2", "method": "ωB97M-V/def2-TZVPD", "elements": ["O", "C", "C", "C", "C", "O", "N", "H", "H", "H", "H", "H", "H", "H", "H"], "xyz": [[-2.62531, -0.84643, 0.42680], [-1.88610, -0.73297, -0.57049], [-0.51156, -0.23764, -0.66285], [0.77077, -0.68549, -0.02746], [2.03673, 0.18415, -0.33857], [3.12915, -0.08492, 0.40575], [-0.96590, 1.01052, -1.10084], [-2.35889, -0.97008, -1.55365], [-1.09038, 1.27576, 2.38163], [1.00520, -1.69672, -0.38855], [0.73625, -0.74827, 1.07376], [2.15073, 0.06461, -1.45008], [1.65508, 1.22929, -0.20460], [-0.85851, 1.71396, -0.35454], [-1.18726, 0.52424, 2.36367]], "max_force_ev_per_a": 0.81, "total_charge": -2, "e_homo_ev": [2.5, 1.2], "homo_lumo_gap_ev": [4.6, 5.7], "spin_multiplicity": 2}

5.
{"formula": "C4H8NO2", "method": "ωB97M-V/def2-TZVPD", "elements": ["C", "C", "C", "C", "N", "O", "O", "H", "H", "H", "H", "H", "H", "H", "H"], "xyz": [[-0.25856, 0.64881, -0.83053], [0.59859, -0.23165, 1.53856], [0.38349, -0.17871, 0.15335], [-1.75053, 0.55397, -1.05060], [1.75185, 0.03119, 0.60532], [0.52526, 1.52557, -1.20540], [0.12072, -1.99463, -0.30330], [0.54549, 0.62999, 2.24084], [0.66295, -1.15467, 2.13090], [-2.12102, 1.28901, -0.42660], [-2.24770, -0.33929, -0.71749], [-2.00317, 0.90310, -2.14771], [1.86691, 0.97821, 0.29624], [2.56230, -0.55879, 0.61732], [-0.63659, -2.10210, -0.90089]], "max_force_ev_per_a": 8.47, "total_charge": 1, "e_homo_ev": -15.5, "homo_lumo_gap_ev": 10.1, "spin_multiplicity": 1}

6.
{"formula": "C4H8NO2", "method": "ωB97M-V/def2-TZVPD", "elements": ["C", "C", "C", "C", "N", "O", "O", "H", "H", "H", "H", "H", "H", "H", "H"], "xyz": [[-2.12449, -0.23695, 0.59626], [-0.83313, -1.98827, -0.94652], [-1.20444, -0.88673, -0.16485], [1.70414, 1.14079, -0.13144], [0.90414, 0.67917, 1.02098], [0.07031, -2.74278, -1.02415], [-2.04163, 0.82762, 1.32805], [-3.09688, -0.66470, 0.40474], [-1.97612, -2.13514, -1.19729], [2.31660, 1.95968, 0.09780], [2.36784, 0.41717, -0.62477], [0.84348, 1.50404, -0.81279], [0.43316, 1.38259, 1.53675], [1.47581, 0.03753, 1.49458], [-2.72728, 1.05833, 1.95179]], "max_force_ev_per_a": 3.62, "total_charge": 1, "e_homo_ev": [-13.7, -13.7], "homo_lumo_gap_ev": [7.0, 7.0], "spin_multiplicity": 1}

7.
{"formula": "C4H8NO2", "method": "ωB97M-V/def2-TZVPD", "elements": ["C", "C", "C", "C", "N", "O", "O", "H", "H", "H", "H", "H", "H", "H", "H"], "xyz": [[1.21527, -0.39093, 0.43231], [0.16644, 0.87485, 0.53221], [-1.02788, 0.20092, -0.14257], [-0.10757, -1.10423, -0.22765], [-2.21563, 0.50850, -0.45860], [2.18217, -0.24750, -0.52573], [0.05465, -1.68181, -1.44874], [-0.02493, 1.27785, 1.52565], [0.53123, 1.69321, -0.09374], [-0.55253, -1.82984, 0.46906], [1.51990, -0.80316, 1.38554], [3.05135, -0.10272, -0.13656], [-2.62293, 1.41506, -0.22903], [-2.79833, -0.14941, -0.97595], [0.89410, -1.38084, -1.83745]], "max_force_ev_per_a": 6.72, "total_charge": 1, "e_homo_ev": [-10.7, -15.2], "homo_lumo_gap_ev": [7.8, 6.6], "spin_multiplicity": 3}

8.
{"formula": "C4H8NO3", "method": "ωB97M-V/def2-TZVPD", "elements": ["C", "C", "O", "N", "H", "H", "H", "H", "H", "C", "C", "O", "O", "H", "H", "H"], "xyz": [[-1.48829, 0.35514, -1.27526], [-0.11062, 0.96983, -1.35146], [0.16534, 1.91421, -0.65591], [0.83126, 0.34151, -2.12210], [-2.12796, 1.03444, -0.71531], [-1.33450, -0.42934, -0.52799], [1.77736, 0.54639, -1.84648], [0.61085, -0.13046, -2.97778], [-1.89844, -0.12319, -2.15610], [0.08953, -1.12244, 1.82895], [1.08301, 0.07532, 1.98786], [1.72256, 0.44693, 0.99072], [1.11091, 0.50963, 3.16422], [0.26655, -1.80189, 0.98847], [-0.95999, -0.84098, 1.95272], [0.26243, -1.74509, 2.71545]], "max_force_ev_per_a": 1.31, "total_charge": -1, "e_homo_ev": -3.7, "homo_lumo_gap_ev": 7.3, "spin_multiplicity": 1}

9.
{"formula": "C4H8NO3", "method": "ωB97M-V/def2-TZVPD", "elements": ["N", "C", "O", "O", "H", "H", "C", "C", "C", "O", "H", "H", "H", "H", "H", "H"], "xyz": [[1.53264, 1.74308, -1.74444], [1.47675, 0.48889, -1.06522], [2.00213, 0.47904, 0.08943], [0.94380, -0.45507, -1.73009], [2.22784, 2.44685, -1.37601], [1.51800, 1.63498, -2.76391], [-1.56280, -1.17562, -0.45957], [-1.45986, -0.49397, 0.90565], [-0.35116, -0.45682, 1.66440], [-0.47169, 0.16695, 2.92941], [-1.53536, -0.44659, -1.27691], [-0.58756, -1.69790, -0.52698], [-2.36551, -1.90358, -0.57050], [-2.36318, -0.06167, 1.36420], [0.62541, -0.88624, 1.45023], [0.37055, 0.61769, 3.11031]], "max_force_ev_per_a": 1.98, "total_charge": -1, "e_homo_ev": -4.2, "homo_lumo_gap_ev": 8.1, "spin_multiplicity": 1}

10.
{"formula": "C4H8NO3", "method": "ωB97M-V/def2-TZVPD", "elements": ["C", "C", "O", "O", "H", "H", "H", "C", "C", "O", "N", "H", "H", "H", "H", "H"], "xyz": [[0.54648, -1.67169, 2.79096], [0.33798, -0.66769, 1.68032], [-0.62943, 0.13566, 1.82811], [0.92067, -0.79174, 0.59196], [1.15695, -1.51981, 3.62188], [0.76063, -2.55593, 2.21376], [-0.37918, -1.84532, 3.46063], [0.74263, 1.03223, -2.03953], [-0.73705, 1.09187, -2.24134], [-1.26966, 1.03375, -3.35037], [-1.58088, 0.82474, -1.22532], [-2.58745, 0.94431, -1.34106], [-1.13639, 0.56980, -0.25351], [1.20409, 1.72399, -1.28892], [1.29740, 1.32567, -3.01417], [1.35321, 0.37015, -1.43342]], "max_force_ev_per_a": 4.43, "total_charge": -1, "e_homo_ev": -4.4, "homo_lumo_gap_ev": 8.4, "spin_multiplicity": 1}

no.,DFT total energy (eV)
1,-9862.9197
2,-9861.7558
3,-9860.7973
4,-9855.9345
5,-9851.4526
6,-9850.2101
7,-9850.3506
8,-11911.7614
9,-11911.3670
10,-11911.2869